Entry 1:
DFT (the ωB97M-V functional and the def2-TZVPD basis) results for one molecule with the formula C5H6O2 at a distorted geometry.

The geometry in XYZ format:
```
13
Properties=species:S:1:pos:R:3:forces:R:3:lowdin_charge:R:1
C 0.48101 1.23987 -0.03422 -4.230 6.716 0.390 -0.1295
C -0.88186 1.28982 -0.22317 2.729 -3.285 0.945 -0.1156
O -1.45542 0.07955 -0.52692 -2.918 1.723 -0.644 -0.0546
C -1.20524 -1.05109 0.21506 1.995 3.547 3.183 -0.2836
O -0.09348 -1.58446 -0.25872 3.826 -3.043 -1.672 -0.0243
C 1.16478 -1.00810 -0.26174 -0.676 -1.017 0.560 -0.0721
C 1.46961 0.27926 -0.02022 2.031 -1.321 -1.624 -0.1044
H 0.62870 2.37431 0.05799 1.328 -1.666 0.477 0.1220
H -1.53555 2.06129 0.16786 0.108 0.227 -0.676 0.1152
H -0.97158 -0.86195 1.31542 -0.786 0.505 -0.911 0.1746
H -2.02674 -1.65197 0.16628 -1.893 -2.112 -0.596 0.1122
H 1.89322 -1.80619 -0.44194 -0.209 0.530 0.091 0.1283
H 2.53254 0.63966 -0.15568 -1.304 -0.806 0.477 0.1317
```
Forces are in eV/Å.

Results
ΔE to the lowest compared entry with this formula, charge and spin: 72.5 kcal/mol
SMILES string: C1=COCOC=C1
total energy: -9373.950 eV
HOMO-LUMO gap: 8.877 eV
total charge: 0

***

Entry 2:
DFT (the ωB97M-V functional and the def2-TZVPD basis) results for C16H34BCoNP2 as an isolated structure at a distorted geometry.

The geometry in XYZ format:
```
55
Properties=species:S:1:pos:R:3:forces:R:3:mulliken_spin:R:1
P 0.50248 -2.13920 -3.87821 -0.920 1.330 -0.413 0.0391
P 0.75463 0.98016 -5.00986 -2.167 3.016 -0.884 0.0815
C 0.04712 -1.63751 -5.55219 0.264 -0.443 -1.014 0.0289
C 0.95162 -0.50462 -6.06794 -0.145 -1.186 0.249 -0.0074
H -1.01338 -1.34949 -5.54638 0.220 0.005 -0.055 -0.0061
H 0.15090 -2.55489 -6.15060 -0.160 0.413 -0.499 -0.0020
H 2.00933 -0.81496 -6.01573 -0.354 0.131 0.090 0.0012
H 0.72505 -0.27156 -7.12221 0.048 0.336 0.459 -0.0002
C -0.23273 2.06032 -6.15384 0.206 0.243 -0.672 -0.0086
H -0.69029 2.90872 -5.62183 0.189 -0.338 -0.014 0.0030
H -1.03383 1.51905 -6.67776 0.309 0.058 0.243 -0.0005
H 0.43690 2.47391 -6.92544 -0.238 -0.180 0.123 0.0004
C 2.30452 1.90229 -5.06092 0.665 -0.029 0.340 0.0238
H 2.48901 2.27181 -6.08431 -0.145 -0.273 0.393 0.0028
H 3.13337 1.24890 -4.76300 -0.091 0.264 0.066 0.0009
H 2.25188 2.76458 -4.38150 0.040 -0.283 -0.174 -0.0016
C -0.99452 -3.12408 -3.50462 0.267 -0.151 -0.145 0.0084
H -0.88659 -3.56021 -2.50492 -0.108 -0.005 -0.418 0.0111
H -1.09764 -3.88683 -4.28595 -0.367 -0.065 0.312 -0.0005
H -1.83313 -2.41506 -3.51409 0.034 -0.298 -0.106 -0.0080
C 2.28477 -3.05049 -4.39167 -0.638 0.322 -0.611 -0.0433
H 3.08464 -2.35227 -4.64045 0.041 0.035 -0.002 0.0025
H 1.94670 -3.51716 -5.30652 0.134 -0.592 -0.018 -0.0107
H 2.59729 -3.76971 -3.61531 0.214 -0.387 -0.725 0.0199
Co 1.83301 -2.50111 -2.46708 1.452 -0.745 0.562 1.7940
C -1.68208 4.26800 -3.29881 -0.020 -0.161 0.216 0.0095
C -2.71571 3.41252 -3.11277 0.300 0.189 -0.106 0.0282
C -3.43776 2.69428 -4.20701 -1.337 0.556 -0.555 0.0469
C -2.84705 1.22846 -4.39551 -0.255 0.180 -0.106 0.1008
C -1.74665 0.90214 -3.45051 -1.431 -0.260 -0.158 0.4451
C -0.42970 1.44901 -3.36884 3.507 -3.281 0.776 0.1945
C 0.01371 2.55009 -2.38677 0.550 1.045 -0.586 0.1354
C -0.32845 4.03277 -2.68619 0.057 0.339 1.247 0.0031
C 1.56282 -4.03415 -1.25051 -0.259 -1.023 -0.112 0.1317
H -1.76596 5.18414 -3.88198 0.142 -0.799 -1.287 -0.0006
H -2.95675 3.06272 -2.10325 0.998 -0.922 -0.201 -0.0074
H -3.38021 3.20978 -5.18146 0.065 0.032 0.443 0.0004
H -4.50257 2.60285 -3.94991 0.146 -0.135 -0.236 -0.0063
H -3.64683 0.50674 -4.18748 0.096 0.211 -0.259 0.0065
H -2.52686 1.07674 -5.45225 -0.361 0.198 0.689 0.0096
H -2.02131 0.24397 -2.62546 0.208 0.068 -0.117 -0.0555
H 0.14262 0.55988 -2.96708 -0.777 0.658 0.933 -0.0314
H 1.11257 2.44716 -2.31401 -0.434 0.169 0.260 0.0002
H -0.37239 2.32770 -1.37917 0.019 -0.533 -0.539 0.0005
H -0.23502 4.57286 -1.72764 0.290 -0.059 -0.196 0.0028
H 0.44235 4.45293 -3.34802 -0.351 0.077 0.002 -0.0009
H 2.28438 -3.88954 -0.43375 -0.284 -0.224 -0.039 0.0011
H 1.65870 -5.04581 -1.68798 -0.121 0.163 0.429 -0.0089
H 0.53162 -3.88062 -0.86833 0.564 -0.256 0.070 0.0069
B 0.93005 0.30049 0.90168 0.084 0.753 0.390 -0.0013
C 1.30903 -0.68130 -0.21530 0.492 -1.508 -1.738 0.0296
N 1.59225 -1.39545 -1.09681 -0.331 3.375 3.413 0.0286
H 1.99526 0.73377 1.32424 -0.256 -0.008 0.046 0.0009
H 0.27877 -0.26460 1.73991 -0.039 -0.049 0.128 0.0018
H 0.28813 1.19020 0.36032 -0.009 0.023 0.106 -0.0003
```
Forces are in eV/Å.

Results
ΔE to the lowest compared entry with this formula, charge and spin: 60.1 kcal/mol
2S+1: 4
total energy: -75503.761 eV
⟨S²⟩: 3.795
HOMO-LUMO gap (spin up / spin down): 4.969 / 5.520 eV
total charge: 0

***

Entry 3:
DFT (the ωB97M-V functional and the def2-TZVPD basis) results for C32H50IrN11O2S3 as an isolated structure at a distorted geometry.

The geometry in XYZ format:
```
99
Properties=species:S:1:pos:R:3:forces:R:3:mulliken_spin:R:1
Ir 0.53937 0.71550 0.92893 -2.551 -2.542 0.527 0.0168
N 3.25315 0.56421 -0.34590 0.338 0.270 -0.915 0.0082
C 2.95193 0.85244 -1.74411 0.015 -0.265 0.229 0.0484
C 3.98933 0.26936 -2.72221 -0.049 0.281 -0.051 0.0087
C 4.12702 -1.25826 -2.75772 0.032 0.048 -0.055 0.0004
C 3.56901 -1.84319 -4.05077 0.001 -0.416 -0.005 -0.0002
N 2.13885 -1.63899 -4.22775 0.357 0.054 -0.393 0.0002
C 1.16136 -2.29649 -3.63358 -0.170 -0.263 -0.058 0.0001
N -0.05598 -1.75708 -3.62914 -0.612 -0.661 0.176 -0.0002
N 1.36083 -3.50341 -3.07464 -0.007 -0.013 0.041 -0.0001
C 1.51152 0.43368 -2.08207 -0.098 -0.055 0.405 -0.0105
O 1.16923 0.47230 -3.27421 -0.016 1.118 0.260 0.0022
O 0.73607 0.01064 -1.15045 1.277 0.344 0.032 -0.0900
H 4.04591 1.11940 -0.04427 0.090 -0.212 -0.310 -0.0019
H 3.49617 -0.40911 -0.20458 -0.019 -0.059 0.025 -0.0003
H 2.98761 1.93829 -1.85683 -0.112 0.018 -0.034 -0.0071
H 4.93958 0.72244 -2.43388 0.039 -0.052 -0.073 -0.0002
H 3.77268 0.62175 -3.73388 0.017 0.138 0.058 -0.0004
H 3.67050 -1.72433 -1.87737 -0.077 -0.076 -0.104 0.0002
H 5.18047 -1.54413 -2.74171 0.015 0.052 0.119 -0.0001
H 3.82705 -2.89979 -4.14421 -0.084 -0.032 -0.016 0.0000
H 4.03579 -1.33728 -4.89506 0.094 -0.096 -0.020 0.0000
H 1.89991 -0.66088 -4.39868 -0.007 -0.185 0.069 0.0000
H -0.08346 -0.75395 -3.79054 0.080 0.082 0.276 -0.0001
H -0.72024 -2.09344 -2.93735 0.184 -0.029 -0.136 -0.0002
H 2.18827 -4.02464 -3.30730 0.024 0.037 0.023 0.0000
H 0.54996 -4.04418 -2.82251 0.017 0.010 0.066 0.0000
S 0.75667 1.72281 5.30321 0.002 -0.014 -0.006 0.0005
C 0.26604 1.32868 3.84434 -0.286 0.109 -0.117 0.0052
N -0.15215 1.03752 2.76879 0.521 0.165 0.564 0.0190
C 0.10728 3.36132 -1.62499 0.075 0.147 -0.004 0.1668
C 0.08274 3.63523 -0.11077 -0.174 -0.091 0.045 0.3212
C 0.75009 5.00254 0.13403 0.027 -0.010 0.000 0.0618
C 0.89802 2.58876 0.60986 0.583 0.439 0.040 0.7030
C -1.34784 3.75327 0.43493 0.087 0.026 0.006 -0.0818
C -1.55573 3.68424 1.81260 -0.009 0.169 0.005 0.0531
C -2.80661 3.91387 2.36519 -0.006 0.029 -0.051 0.0125
C -3.88682 4.21887 1.54435 0.022 -0.010 0.004 0.0020
C -3.69732 4.27720 0.17229 0.040 0.025 -0.021 -0.0001
C -2.44059 4.04482 -0.37797 -0.025 0.016 0.035 0.0007
H 1.14470 3.29006 -1.95838 -0.018 0.042 0.002 -0.0273
H -0.35025 4.18259 -2.18176 0.018 -0.005 -0.005 0.0110
H -0.39678 2.43219 -1.87375 0.033 0.029 -0.049 -0.0440
H 1.76640 5.00878 -0.26845 -0.012 -0.012 0.015 -0.0039
H 0.79322 5.23232 1.19941 0.001 0.001 -0.004 -0.0162
H 0.17753 5.78694 -0.36370 0.026 0.016 0.008 0.0025
H 1.86244 2.90673 1.00955 -0.080 0.238 -0.017 -0.1969
H -0.71572 3.46615 2.45962 -0.009 0.039 -0.010 0.0341
H -2.93307 3.87518 3.44081 0.006 0.007 -0.001 0.0011
H -4.85941 4.42977 1.97031 -0.006 -0.031 0.007 0.0003
H -4.53009 4.51360 -0.47951 0.008 0.016 0.009 0.0000
H -2.31950 4.11238 -1.45133 -0.003 -0.003 0.005 -0.0003
S 4.40964 0.70632 3.50464 0.029 0.006 0.036 0.0005
C 3.29732 1.01716 2.25117 0.165 0.207 0.412 0.0042
N 2.27681 0.22558 2.17133 -0.018 0.540 -0.460 0.0012
C 2.30463 -0.72841 3.19931 0.010 0.105 -0.086 0.0013
C 1.32395 -1.67767 3.48717 -0.035 0.024 -0.011 0.0067
C 1.50416 -2.49858 4.57704 0.054 -0.006 0.018 0.0010
C 2.65491 -2.40723 5.37555 -0.064 -0.055 -0.021 0.0001
C 3.62284 -1.46712 5.11033 0.030 0.057 -0.030 -0.0005
C 3.42606 -0.61739 4.02137 0.061 -0.090 0.042 0.0008
H 3.44096 1.85449 1.58441 -0.099 -0.074 0.275 -0.0015
H 0.43835 -1.72498 2.87307 -0.036 -0.007 0.028 -0.0068
H 0.73555 -3.21549 4.83585 0.026 -0.025 -0.025 0.0000
H 2.77844 -3.07758 6.21538 -0.026 0.030 0.019 0.0000
H 4.49786 -1.37146 5.73885 0.000 -0.007 -0.012 0.0000
C -1.91420 -3.18625 2.26777 -0.048 0.121 -0.055 0.0002
C -2.02018 -3.44153 0.75958 0.106 0.044 0.073 0.0001
C -3.46529 -3.24888 0.31439 0.013 -0.002 -0.060 0.0000
C -1.55825 -4.86117 0.44055 -0.054 -0.066 0.045 0.0000
N -1.21202 -2.50100 -0.04731 -0.063 -0.008 -0.440 -0.0004
N 0.02554 -2.09007 0.59623 -0.005 0.453 -0.084 -0.0001
H -2.69978 -3.73504 2.78882 0.036 -0.024 0.012 0.0000
H -2.03422 -2.12310 2.48753 -0.018 -0.020 0.018 0.0005
H -0.95506 -3.51733 2.66859 0.011 0.006 0.013 0.0002
H -4.11359 -3.97234 0.80889 0.006 0.000 -0.027 0.0000
H -3.56332 -3.38176 -0.76587 0.012 0.013 0.022 0.0000
H -3.81606 -2.24710 0.57676 -0.017 0.001 -0.001 -0.0001
H -2.12211 -5.58878 1.02684 0.018 0.008 0.019 0.0000
H -0.50104 -4.99756 0.68637 -0.017 -0.005 -0.057 0.0001
H -1.71450 -5.08673 -0.61669 0.062 0.033 0.032 0.0000
H -1.73672 -1.63834 -0.16057 0.028 -0.015 0.183 0.0012
H 0.56959 -1.66261 -0.15312 0.048 -0.348 -0.057 0.0023
H 0.51602 -2.93367 0.87862 0.024 0.013 -0.012 0.0007
C -3.89801 -0.39440 -3.34827 -0.001 0.060 0.004 0.0000
C -3.39201 0.97040 -2.87310 0.023 -0.050 0.044 0.0006
C -2.91667 0.91739 -1.45786 -0.109 -0.084 0.057 0.0014
N -1.68903 0.83277 -1.11922 -0.126 -0.067 0.168 -0.0183
N -1.48414 0.71882 0.24469 -0.039 0.611 -0.538 0.0129
C -2.63584 0.73479 0.91923 0.364 -0.217 -0.247 -0.0098
N -2.79467 0.54150 2.23184 0.193 0.004 0.165 0.0017
S -4.01005 0.86909 -0.10824 -0.107 -0.087 -0.033 0.0001
H -4.28313 -0.32834 -4.36496 0.017 -0.007 -0.001 0.0000
H -4.70037 -0.76329 -2.70710 0.014 -0.013 -0.017 0.0000
H -3.08702 -1.12468 -3.33481 -0.039 -0.022 0.009 0.0000
H -4.18321 1.71672 -2.96426 0.025 0.032 -0.018 0.0000
H -2.54564 1.29571 -3.47873 -0.019 0.056 -0.012 0.0004
H -1.95148 0.68077 2.79126 -0.070 0.021 0.016 0.0012
H -3.68018 0.79170 2.63977 0.035 0.021 0.001 -0.0002
```
Forces are in eV/Å.

Results
ΔE to the lowest compared entry with this formula, charge and spin: 67.0 kcal/mol
2S+1: 2
total energy: -89821.255 eV
⟨S²⟩: 0.757
HOMO-LUMO gap (spin up / spin down): 6.678 / 8.241 eV
total charge: +1

***

Entry 4:
DFT (the ωB97M-V functional and the def2-TZVPD basis) results for one molecule with the formula C4H7NSi at a distorted geometry.

The geometry in XYZ format:
```
13
Properties=species:S:1:pos:R:3:forces:R:3:lowdin_charge:R:1
C 2.35231 -1.25276 -2.39268 -0.489 -0.851 0.539 0.1355
C 1.73568 -1.29793 -1.34878 1.980 0.526 -3.259 -0.1916
C 0.97774 -1.15006 -0.22045 -0.817 -1.063 2.885 -0.2499
C -0.12066 -0.37614 -0.20494 0.911 0.500 -0.231 -0.2086
Si -1.03653 0.27005 1.28035 -0.825 1.057 -0.148 0.4924
N -1.50499 1.83100 0.68058 -2.524 1.972 0.586 -0.2086
H 2.79917 -1.48756 -3.33821 0.047 0.347 0.277 0.0307
H 1.38640 -1.77916 0.63677 -1.072 0.906 -0.762 0.1293
H -0.15290 0.31938 -1.09333 -0.588 -0.974 0.817 0.0912
H -0.16431 0.81627 2.29892 0.699 -0.591 0.699 -0.0446
H -2.25965 -0.33065 1.94490 0.715 -0.525 -0.457 -0.0532
H -2.48307 1.91765 0.26784 1.810 -0.240 0.482 0.0448
H -1.52919 2.51992 1.48903 0.152 -1.065 -1.428 0.0327
```
Forces are in eV/Å.

Results
ΔE to the lowest compared entry with this formula, charge and spin: 0.0 kcal/mol
SMILES string: C#C/C=C/[SiH2]N
total energy: -13626.343 eV
HOMO-LUMO gap: 9.512 eV
total charge: 0

***

Entry 5:
DFT (the ωB97M-V functional and the def2-TZVPD basis) results for an isolated ion of composition C10H11N2O and charge +1 at a distorted geometry.

The geometry in XYZ format:
```
24
Properties=species:S:1:pos:R:3:forces:R:3:lowdin_charge:R:1
C 2.00240 0.66397 0.26847 0.329 0.505 -0.009 0.2044
N 0.85065 0.11854 0.13945 1.038 0.223 1.000 -0.0047
C 0.07671 -0.15929 -0.97198 -2.841 -0.923 -2.431 -0.1781
C 0.19022 0.27429 -2.25824 3.404 1.213 -0.885 0.0351
C -0.64572 -0.19767 -3.33471 2.821 1.211 1.670 -0.0098
C -1.60657 -1.05589 -2.95647 -1.707 -1.079 0.803 -0.0451
C -1.79699 -1.53842 -1.63555 -3.167 -0.881 -2.703 0.0161
C -0.99590 -1.06018 -0.71827 2.599 0.525 5.147 -0.0800
C -0.91980 -1.34823 0.79518 -0.498 0.802 -0.970 -0.2304
O -1.43237 -2.19330 1.46398 0.089 0.200 -0.252 0.1770
C 0.06926 -0.28917 1.36393 0.555 0.373 1.988 -0.4167
C -0.43051 1.07762 1.95991 -0.195 0.787 0.299 0.0244
N 0.98705 -0.81133 2.34267 -1.082 -0.444 3.006 0.0789
H 2.46830 0.58580 1.29208 -0.630 0.352 -1.154 0.1419
H 2.45446 1.24168 -0.57483 -0.204 -1.022 0.717 0.1390
H 1.18214 0.88643 -2.37458 -2.233 -0.810 -0.731 0.1503
H -0.31699 0.05792 -4.33875 -0.737 0.079 0.092 0.1276
H -2.38961 -1.39066 -3.57542 -0.340 -0.342 -1.432 0.1079
H -2.73483 -2.18796 -1.49261 1.927 0.921 0.281 0.1765
H 0.40645 1.83140 1.93220 -0.610 -0.974 -0.097 0.0996
H -0.67723 1.01450 3.04841 -0.081 -0.386 -1.021 0.1054
H -1.26968 1.56593 1.42551 0.324 -0.607 0.197 0.1023
H 1.26560 -1.75845 2.14219 0.108 -0.397 -0.296 0.0953
H 0.53462 -0.91260 3.36462 1.131 0.674 -3.217 0.1831
```
Forces are in eV/Å.

Results
ΔE to the lowest compared entry with this formula, charge and spin: 24.1 kcal/mol
SMILES string: C=[N+]1c2ccccc2C(=O)[C@@]1(C)N
total energy: -15567.582 eV
HOMO-LUMO gap: 8.443 eV
total charge: +1

***

total energy of number 5 (C10H11N2O)? -15567.582 eV